{"formula": "C3H9NO3", "method": "ωB97M-V with the def2-TZVPD basis set", "lumo_ev": 0.487, "e_homo_ev": -10.1, "orbital_gap_ev": 10.600, "e_tot_ha": -400.189691, "relative_energy_kcal_mol": 20.0, "smiles": "CC(=O)NCO.O", "total_charge": 0, "symbols": ["O", "O", "O", "N", "C", "C", "C", "H", "H", "H", "H", "H", "H", "H", "H", "H"], "coordinates": [[1.297, -1.102, 0.774], [-2.757, -0.005, -0.550], [3.061, 0.797, -0.649], [-1.011, -0.383, 0.820], [-0.549, 0.713, -1.313], [-1.590, 0.181, -0.328], [0.325, -0.186, 1.282], [-1.698, -0.856, 1.385], [0.183, -0.065, -1.523], [-1.031, 1.065, -2.218], [0.671, 0.831, 1.067], [2.468, 0.252, -0.095], [0.873, -1.952, 0.833], [3.727, 0.130, -0.907], [0.336, -0.268, 2.368], [-0.054, 1.543, -0.797]], "forces_ev_per_angstrom": [[-0.31, 0.70, -0.19], [-0.52, 0.52, -0.04], [0.14, -0.95, 0.20], [-0.37, 0.50, -0.45], [-0.68, 0.56, 0.83], [1.53, -1.65, -0.39], [0.02, 0.41, 0.70], [0.16, 0.02, 0.26], [-0.01, 0.09, 0.01], [-0.01, -0.01, 0.03], [0.05, -0.31, -0.22], [0.28, 0.24, -0.33], [0.04, -0.69, -0.12], [-0.33, 0.62, 0.06], [-0.20, -0.05, 0.14], [0.22, 0.00, -0.47]]}

---

{"formula": "C8H18BrClGaNO2", "method": "ωB97M-V with the def2-TZVPD basis set", "lumo_ev": -1.621, "e_homo_ev": -7.4, "orbital_gap_ev": 5.796, "e_tot_ha": -5479.595087, "total_charge": 0, "symbols": ["Br", "Ga", "Cl", "O", "O", "N", "C", "C", "C", "C", "C", "C", "C", "C", "H", "H", "H", "H", "H", "H", "H", "H", "H", "H", "H", "H", "H", "H", "H", "H", "H", "H"], "coordinates": [[0.350, -1.855, 4.576], [-0.812, 1.239, 1.802], [-3.837, 2.417, 1.489], [-0.377, -2.259, 1.703], [0.848, -1.012, -1.863], [2.570, -2.274, -2.431], [-0.630, -1.563, 2.845], [-1.665, 3.116, -1.062], [-1.813, -0.394, 2.684], [1.992, -2.008, 0.017], [-1.492, 3.848, 0.412], [1.723, -1.736, -1.430], [-2.025, 2.910, 1.671], [1.851, -3.016, -3.495], [-1.950, 3.489, 2.688], [0.500, 1.471, 2.738], [-2.674, -0.711, 1.954], [2.926, -1.433, -2.900], [3.024, -1.736, 0.256], [-2.785, 2.900, -1.347], [-0.315, 0.674, 0.359], [-0.344, 4.082, 0.635], [1.114, -2.359, -3.965], [1.824, -3.066, 0.232], [2.596, -3.324, -4.233], [-1.101, 2.091, -1.099], [1.319, -1.406, 0.634], [-2.027, 4.898, 0.393], [-1.207, 3.809, -1.902], [-2.299, -0.092, 3.705], [3.338, -2.805, -2.019], [1.378, -3.893, -3.046]], "forces_ev_per_angstrom": [[-0.67, 0.24, -1.51], [0.27, -0.27, 0.09], [1.17, 0.55, 0.00], [-0.57, 3.56, 7.48], [1.44, -1.33, 0.48], [1.86, -0.33, -1.73], [-2.38, -1.20, -7.26], [0.24, 0.16, -0.15], [0.29, -1.78, 1.56], [0.21, 0.10, -0.48], [-0.27, -0.02, 0.16], [-4.15, 3.09, 2.26], [0.89, 1.25, -0.14], [-0.19, -0.87, -0.61], [-0.38, -0.85, -2.10], [-0.23, 0.17, -0.12], [2.00, 0.09, 1.34], [0.49, -0.14, 0.14], [0.13, -0.16, -0.02], [2.15, 0.59, 0.80], [-0.09, 0.07, 0.20], [-2.39, -0.68, -0.53], [0.17, -0.11, 0.36], [0.04, 0.00, 0.12], [-0.18, -0.02, 0.12], [-1.05, 2.02, 0.23], [-0.07, -0.18, -0.29], [0.88, -2.06, 0.00], [-0.93, -1.31, 1.70], [1.18, -0.69, -1.77], [0.11, -0.07, -0.20], [0.01, 0.21, -0.14]]}

---

{"formula": "C3H5FO", "method": "ωB97M-V with the def2-TZVPD basis set", "lumo_ev": 0.924, "e_homo_ev": -9.7, "orbital_gap_ev": 10.592, "e_tot_ha": -292.341392, "relative_energy_kcal_mol": 34.5, "smiles": "C=C(F)CO", "total_charge": 0, "symbols": ["F", "O", "C", "C", "C", "H", "H", "H", "H", "H"], "coordinates": [[0.198, 1.617, 0.053], [-1.834, 0.353, -0.377], [-0.852, -0.410, 0.156], [1.694, -0.128, -0.172], [0.482, 0.342, 0.054], [2.437, 0.599, -0.499], [-2.107, 0.991, 0.288], [2.013, -1.286, -0.123], [-1.204, -0.914, 1.108], [-0.827, -1.163, -0.488]], "forces_ev_per_angstrom": [[0.55, 2.05, -0.04], [-2.20, 1.69, -0.24], [0.74, 0.57, 3.04], [1.15, -2.01, -0.22], [-0.85, -2.48, 0.53], [0.12, -0.32, 0.43], [-0.15, 0.23, -0.26], [-1.17, 3.02, -0.22], [1.00, 0.96, -0.33], [0.80, -3.71, -2.68]]}